1.
9
Properties=species:S:1:pos:R:3:nbo_charge:R:1 method="wB97M-V/def2-TZVPD" e_lumo_ev=-0.06 de_lowest_kcal_mol=72.4 gap_ev=7.73
C -1.0344 -0.4439 -0.2329 -0.476
C 0.8724 0.7315 -0.6639 0.071
O 1.3666 1.2846 0.4813 -0.694
S -1.9990 -0.9245 -1.4218 0.032
S -0.9197 -0.8471 1.4266 0.083
H 1.3801 -0.1021 -0.8839 0.155
H 0.5318 1.5225 -1.4497 0.212
H 1.4849 0.6862 1.1953 0.489
H -1.6829 -1.9073 1.5491 0.127

---

2.
16
Properties=species:S:1:pos:R:3:nbo_charge:R:1 method="wB97M-V/def2-TZVPD" e_lumo_ev=0.88 de_lowest_kcal_mol=22.5 gap_ev=10.75
C 1.8295 0.1010 -1.3747 -0.619
C 1.3522 1.2305 -0.4650 -0.218
N 0.0052 0.9765 0.0259 -0.632
C -0.3600 0.1462 1.0327 0.887
O 0.2696 -0.3532 1.9329 -0.622
O -1.7285 0.0047 0.8134 -0.566
C -2.3088 -1.2686 0.9825 -0.253
H 1.0533 -0.1115 -2.1180 0.202
H 2.7522 0.3514 -1.9093 0.214
H 1.9993 -0.8074 -0.7885 0.217
H 2.0290 1.3645 0.3867 0.218
H 1.3387 2.1840 -1.0060 0.199
H -0.8179 0.9282 -0.5709 0.410
H -3.3817 -1.1034 1.1012 0.193
H -2.1460 -1.8964 0.0929 0.169
H -1.8861 -1.7466 1.8644 0.200

---

3.
64
Properties=species:S:1:pos:R:3:nbo_charge:R:1 method="wB97M-V/def2-TZVPD" e_lumo_ev=0.01 de_lowest_kcal_mol=15.7 gap_ev=8.36
C -2.1034 -4.8349 -1.1520 -0.681
C -1.2878 -3.8512 -0.4066 0.315
C -1.6222 -2.8906 0.5153 0.027
N -0.4846 -2.2140 0.8616 -0.479
C 0.4811 -2.7710 0.1863 0.469
C 1.8917 -2.4581 0.2412 -0.129
C 2.4281 -1.6719 1.2624 0.419
C 3.7816 -1.4081 1.3423 -0.284
C 4.6329 -1.9327 0.3841 -0.179
C 4.1242 -2.7137 -0.6422 -0.226
C 2.7705 -2.9756 -0.7125 -0.169
H 2.3705 -3.5868 -1.5063 0.229
H 4.7878 -3.1212 -1.3887 0.222
H 5.6911 -1.7303 0.4405 0.223
H 4.1529 -0.8009 2.1530 0.237
F 1.6236 -1.1679 2.2135 -0.313
O 0.0462 -3.7709 -0.6102 -0.396
C -2.9463 -2.5292 1.0381 -0.673
H -3.6023 -3.3898 1.1354 0.262
H -2.8929 -1.9686 1.9646 0.270
S -3.7751 -1.4464 -0.1995 2.169
O -5.0594 -1.0811 0.3154 -0.923
O -3.7414 -2.1529 -1.4573 -0.967
C -2.6961 0.0122 -0.3838 -0.749
C -2.6026 0.8031 0.9072 0.676
O -3.3142 1.7610 1.1232 -0.622
N -1.7142 0.3042 1.7845 -0.640
C -1.4182 0.9814 3.0247 -0.223
H -1.3778 0.2387 3.8277 0.194
H -2.2409 1.6746 3.2149 0.228
C -0.0917 1.7409 2.9666 -0.413
H 0.7138 1.0319 2.7838 0.206
H 0.0791 2.2054 3.9391 0.211
C -0.0959 2.8319 1.8934 -0.219
N 0.0662 2.3036 0.5459 -0.453
C -0.5069 3.1982 -0.4461 -0.226
C -0.4528 2.5837 -1.8442 -0.208
C -1.0728 3.5297 -2.8675 -0.604
H -0.5244 4.4691 -2.9001 0.202
H -1.0506 3.0852 -3.8600 0.209
H -2.1063 3.7452 -2.6078 0.212
C 0.9931 2.2456 -2.1979 -0.391
C 1.5987 1.3484 -1.1205 -0.210
C 3.0617 1.0414 -1.4257 -0.607
H 3.6380 1.9630 -1.4773 0.202
H 3.4945 0.4080 -0.6554 0.208
H 3.1508 0.5287 -2.3808 0.209
C 1.4585 2.0340 0.2382 -0.222
H 1.8681 1.3848 1.0147 0.200
H 2.0537 2.9686 0.2328 0.158
H 1.0355 0.4090 -1.0836 0.193
H 1.0365 1.7486 -3.1696 0.205
H 1.5759 3.1680 -2.2669 0.194
H -1.0286 1.6546 -1.8271 0.191
H -1.5490 3.3797 -0.1741 0.220
H 0.0215 4.1705 -0.4602 0.158
H 0.6930 3.5716 2.1208 0.169
H -1.0570 3.3480 1.9387 0.212
H -1.0566 -0.4160 1.5002 0.436
H -3.1729 0.6091 -1.1572 0.278
H -1.7397 -0.3754 -0.7175 0.253
H -2.5813 -5.5345 -0.4675 0.232
H -2.8815 -4.3031 -1.6993 0.272
H -1.4735 -5.3848 -1.8452 0.236